1.
C51H34F6LaN5O6PS4Se2 as an isolated structure at a distorted geometry, computed with wB97M-V/def2-TZVPD.

Summary:
spin multiplicity = 1
Kohn-Sham gap = 7.4 eV
charge = +1
E = -10056.87526 Ha
energy above the lowest of the compared OMol25 structures with the same formula, charge and spin = 0.00 kcal per mole

```
110
Properties=species:S:1:pos:R:3:forces:R:3
H 1.80099 0.71287 -2.34153 -0.01 0.04 0.01
C -3.52020 0.76465 4.82581 -0.17 -0.18 0.13
H 3.93820 0.43790 -0.84299 -0.03 -0.04 -0.09
H -5.61447 2.49490 -2.75113 0.01 0.00 -0.01
C 3.31506 1.15196 1.67155 -0.06 0.11 0.01
C -2.96104 -4.03790 -0.26548 0.14 0.08 -0.08
C 5.09492 -1.00958 -1.87572 -0.04 -0.02 0.03
C 3.31743 -3.79886 3.52139 -0.02 -0.03 0.03
H -1.60177 4.23931 3.72840 0.02 -0.03 -0.02
C -4.08281 2.06671 6.64895 -0.05 -0.03 0.06
C 0.95464 -4.18660 3.44936 0.04 0.00 -0.03
H -4.90708 0.08902 6.42025 0.02 0.02 -0.02
H -6.00236 -2.39770 1.33733 0.00 0.00 0.01
H 4.29343 -4.01485 3.93704 -0.01 0.00 -0.02
C 0.67850 -1.53250 -3.68348 0.07 0.06 0.23
H 2.86350 3.12296 4.39710 0.00 -0.02 0.00
C 0.96932 4.90265 0.68001 0.08 -0.08 -0.15
C -4.26618 0.86798 6.03361 0.08 -0.05 -0.16
H -6.00468 -4.86876 0.91920 0.00 0.01 -0.02
C -2.36235 3.03805 -3.45014 0.04 0.01 -0.01
C 4.54124 -3.30582 -1.49015 -0.01 0.03 0.01
C 0.12810 4.78997 1.72225 -0.13 -0.13 0.11
F 1.62455 -1.58333 -2.73594 0.14 -0.01 -0.13
C 2.19823 -4.49293 3.96695 0.06 0.01 0.00
H 4.95682 1.78548 -6.13757 -0.02 0.02 0.01
H -0.78567 2.12275 -2.35503 0.01 -0.04 -0.02
C -5.15208 -4.26349 0.64058 -0.05 0.00 0.05
C 1.52981 0.32362 3.03307 0.01 -0.05 0.02
O -3.70884 -3.14422 -5.52541 0.16 0.07 0.12
H -2.07266 -4.45755 -0.71998 -0.02 0.03 0.00
O -1.51046 -3.62016 2.27897 -0.27 -0.01 0.10
C 4.47988 2.29982 -5.31832 0.03 0.00 -0.02
N -2.60867 1.49677 -1.61467 -0.07 -0.05 0.02
C -5.16079 -2.89393 0.87597 0.00 -0.03 -0.03
H 6.09753 -2.65388 -2.82107 -0.01 0.00 0.01
C 1.94045 -2.51779 1.99888 -0.16 0.04 -0.04
C 4.51435 3.62619 -5.02104 -0.09 0.08 0.14
C -3.73916 3.13110 -3.58093 -0.08 0.04 -0.04
C 3.18664 2.83784 -3.28161 -0.28 -0.03 0.33
C 2.70891 2.31117 3.69748 -0.03 -0.03 0.01
N 0.77313 1.48587 -0.75860 -0.13 0.06 -0.01
N -0.87657 1.23609 1.41860 0.15 0.26 0.12
C 1.72247 1.35948 3.93202 0.02 0.03 -0.06
C 5.32340 -2.35204 -2.12764 -0.02 -0.01 0.01
C 2.09089 3.87388 -1.28213 0.01 0.22 0.09
C 0.55963 2.56858 0.03074 -0.11 -0.21 0.07
C 0.81311 -3.19114 2.48439 0.03 0.02 -0.10
H -1.84313 0.08194 2.78412 -0.05 0.02 -0.06
H 2.29849 -5.26021 4.72352 0.00 0.01 -0.01
H -1.69103 3.57902 -4.10229 -0.01 -0.02 0.01
C 1.62976 1.60518 -1.75311 -0.01 -0.18 -0.06
P 1.85976 -1.16934 0.73012 0.78 -0.15 0.24
C 3.55917 -2.91699 -0.59291 -0.02 0.01 -0.01
S -0.48841 -2.89699 -3.32638 -0.44 0.26 0.06
C -1.85476 2.22047 -2.46500 -0.05 -0.10 -0.01
O -0.71531 -1.66173 1.50864 -0.37 -1.02 1.19
N -2.96046 -2.72368 -0.05761 -0.07 0.12 -0.10
Se -3.81628 -0.31834 0.90863 -0.50 0.03 0.38
C -0.53207 3.54037 2.00084 -0.04 0.26 0.12
H -0.05468 5.63052 2.38069 0.00 -0.03 0.00
C -0.32647 2.44411 1.16325 0.03 -0.19 -0.22
C -4.03621 -4.84283 0.06737 -0.03 -0.03 0.02
H 4.06854 -2.29966 2.20082 -0.01 -0.01 -0.01
H 1.48675 5.83314 0.48167 -0.02 -0.01 -0.02
H 0.77385 -0.42441 3.24106 -0.01 0.04 -0.02
Se -5.20652 0.82889 -0.53907 0.09 -0.03 0.05
C -4.03826 -2.18610 0.50092 0.02 -0.03 -0.13
F -2.61196 -0.39878 -3.94856 -0.09 0.08 -0.14
H 3.98000 1.08088 0.82638 -0.01 0.03 0.07
C -3.92939 1.63543 -1.73053 0.05 0.00 0.02
S -3.05970 -2.99391 -4.26968 0.26 -0.53 -0.15
O -3.33655 -3.87141 -3.17037 -0.09 0.18 -0.18
La -1.02238 -0.74485 -0.47460 -0.11 2.03 0.69
C -0.59661 -2.86130 2.06902 0.45 0.56 -0.11
S -3.01227 3.06709 5.78071 0.05 0.19 0.10
O -1.07712 -2.31155 -2.07103 0.65 -1.82 -1.77
H -4.18600 3.74138 -4.35551 0.01 0.00 0.03
F 0.03595 -0.35118 -3.49791 0.08 -0.03 -0.30
C 3.33459 -1.56622 -0.30071 -0.02 -0.07 -0.03
F 1.22711 -1.57095 -4.86850 -0.04 0.07 -0.11
H -4.51737 2.41518 7.57250 0.01 -0.01 -0.03
C 1.21106 3.78310 -0.19435 0.10 0.27 0.01
H -3.54457 -0.10797 4.18598 -0.01 0.04 0.04
C -4.53501 2.43218 -2.69757 0.01 0.02 -0.07
N -1.47255 -2.82808 -4.51292 -0.14 -0.06 0.24
H 4.69261 -4.35858 -1.69238 -0.01 0.02 0.01
S 3.55260 1.42566 -4.18764 -0.02 -0.27 -0.04
H 2.95388 -3.68238 -0.12308 0.02 0.01 0.04
C -1.38504 3.37772 3.10438 0.05 0.20 0.02
H 2.59677 4.81473 -1.46767 -0.03 -0.02 0.00
C 2.30440 0.21605 1.87314 0.03 -0.05 0.00
H -3.98985 -5.90590 -0.12259 0.00 0.03 0.00
C 3.18712 -2.82685 2.54589 -0.01 0.01 -0.06
C -2.78875 1.88568 4.55691 0.28 0.07 -0.30
F -4.67979 -0.92474 -4.28595 -0.16 0.05 0.05
C -1.55806 1.09625 2.53267 -0.15 -0.28 0.16
C -1.91167 2.14296 3.40276 0.02 0.00 0.12
H 1.10501 1.41991 4.82077 0.02 -0.01 -0.01
C 3.51377 2.19211 2.57644 -0.05 -0.04 -0.05
O 0.30967 -4.06261 -3.16442 -0.18 0.10 0.11
H 5.68531 -0.25282 -2.37637 -0.01 0.00 0.01
C 4.10192 -0.62089 -0.98387 0.00 0.03 0.00
H 0.06361 -4.69774 3.78729 0.00 0.00 0.00
C 3.76563 3.93396 -3.85127 0.17 0.20 -0.14
H 4.31372 2.90153 2.40306 -0.02 -0.01 -0.01
H 3.66002 4.93821 -3.46290 0.01 -0.04 -0.02
C -3.56715 -1.30126 -3.68804 0.18 0.18 0.03
F -3.76003 -1.28316 -2.35921 -0.05 -0.11 -0.10
H 5.04643 4.35765 -5.61136 -0.01 -0.01 0.02
C 2.31068 2.78756 -2.09351 0.25 -0.07 -0.28
```
Positions in Å, forces in eV/Å.

=====

2.
One molecule with the formula C2H8N3 at a distorted geometry, computed with wB97M-V/def2-TZVPD.

Summary:
spin multiplicity = 2
Kohn-Sham gap (alpha / beta) = 5.6 / 9.8 eV
E = -245.18470 Ha
energy above the lowest of the compared OMol25 structures with the same formula, charge and spin = 0.00 kcal per mole

```
13
Properties=species:S:1:pos:R:3:forces:R:3
H 1.51313 0.60216 -1.39417 0.12 -0.19 -0.08
N -1.63768 -1.11483 0.36801 0.10 0.30 0.56
C 1.69065 0.26631 -0.36385 -0.09 0.81 -0.19
H 2.70266 -0.13075 -0.29514 -0.19 -0.33 0.00
H -2.55766 -0.74007 0.41248 -0.49 0.11 0.03
N 0.68522 -0.63061 0.12715 0.12 -0.16 -0.17
C -0.58843 -0.20939 0.51659 0.66 0.19 0.48
H -1.54244 -1.93792 -0.17867 0.22 -0.49 -0.77
N -0.86702 1.16076 0.37884 2.35 -0.39 0.62
H 0.88456 -1.61016 0.10227 -0.12 -0.08 0.13
H -0.21510 1.78313 -0.07685 0.04 -0.27 -0.11
H -1.77612 1.36956 0.17854 -2.78 0.64 -0.68
H 1.70823 1.19181 0.22480 0.04 -0.14 0.18
```
Positions in Å, forces in eV/Å.

=====

3.
C30H45CeNO3P2S as an isolated structure at a distorted geometry, computed with wB97M-V/def2-TZVPD.

Summary:
spin multiplicity = 2
Kohn-Sham gap (alpha / beta) = 5.8 / 5.8 eV
charge = +1
E = -3006.31329 Ha

```
83
Properties=species:S:1:pos:R:3:forces:R:3
H -6.67334 -0.65287 -0.39992 -0.16 0.07 -0.18
H 1.72709 -2.51002 2.83923 -0.34 0.15 -0.46
C 0.08338 -2.94739 1.52367 -0.93 -0.02 -0.51
C -1.17632 -0.34966 3.31732 -0.14 -0.59 0.05
H 2.02888 0.27907 -0.59410 0.40 -1.04 -0.75
H -2.76973 4.58677 1.69655 0.23 0.05 0.21
H 2.36998 1.74100 3.78797 -0.27 -0.15 -0.26
C -3.01965 1.92342 -0.44187 1.91 -0.79 0.60
H 4.86553 -0.27472 -1.23518 0.12 0.02 -0.16
H 1.70744 -4.01425 -4.34628 0.11 -0.18 0.21
C 2.38064 -4.37759 -3.55817 0.12 -0.22 -0.11
P 3.03251 0.06256 -2.86777 1.27 -0.38 -1.94
C 1.92493 -0.82596 -0.72231 0.68 0.35 2.56
H 4.06423 0.24090 -5.09952 -0.02 0.20 0.04
C -6.29601 0.33495 -0.63333 0.47 0.26 -0.28
O -3.31994 -1.55464 -0.68909 -0.55 0.95 0.33
C 4.78759 0.01965 -2.28140 0.01 0.58 0.29
H 0.82699 5.11642 3.22767 0.18 -0.22 -0.23
H 0.59974 -1.14306 -2.36920 0.23 0.14 0.56
H -2.49084 4.95236 3.40049 0.16 -0.06 -0.16
C 0.08207 -2.71229 -1.01990 -1.09 0.17 -0.75
H 3.43060 -3.01955 1.39897 -0.45 0.13 -0.31
C -5.27871 2.95854 -1.03422 -0.05 -0.87 -0.15
H -0.19100 -0.56798 -0.91607 -0.09 -0.04 -0.07
C -4.94483 0.61498 -0.43108 -1.61 -0.04 -0.40
C 3.04468 -1.66769 -3.59885 -0.08 -0.11 0.05
C -1.98779 4.65546 2.47006 -0.17 0.39 -0.32
H 2.24656 -1.71811 -4.36471 0.32 -0.02 0.36
H -0.45542 -3.32619 2.38977 -0.12 0.12 -0.14
C -0.91622 1.07822 3.00065 0.05 1.48 0.92
H 2.10386 3.87209 3.22850 -0.30 0.20 -0.30
H 2.23121 -3.63577 0.24726 -0.03 0.24 0.48
H -1.99224 -0.74752 2.70952 0.15 -0.04 0.09
C 1.18454 4.20793 2.72286 0.22 0.07 0.02
C -4.45216 1.88554 -0.67359 -0.54 0.82 -0.13
H 2.18077 0.80795 2.28625 0.06 -0.05 0.28
C 1.39046 -2.29215 1.80461 0.84 -0.21 0.18
H 5.42965 -0.63020 -2.89030 -0.21 0.21 0.07
C -6.61240 2.66156 -1.34536 0.34 -0.41 0.16
C 0.35892 1.73613 3.00000 -0.97 0.91 1.32
N -2.51736 0.76210 0.05147 -0.58 0.33 -0.44
H -1.29925 5.45834 2.17973 -0.20 -0.10 0.09
C 2.52535 -2.74056 0.82545 0.26 -0.82 -0.14
H 1.26368 -1.18712 1.71934 0.26 -0.78 0.14
O -2.19348 2.91546 -0.61337 -1.86 -0.58 0.07
H -1.53431 -3.40270 0.26327 0.50 -0.13 0.23
H -8.11882 1.10794 -1.50477 0.39 0.16 0.34
C -1.92312 2.09050 2.78929 1.02 0.37 1.10
H 1.55784 0.17398 3.83065 0.05 0.08 -0.21
H 1.87769 -5.18378 -3.00729 0.15 0.05 -0.27
H 1.43561 4.48085 1.68274 0.15 0.10 0.19
H 3.30774 -4.75669 -4.00883 -0.36 -0.05 -0.09
P 2.75407 -3.01795 -2.37379 0.76 -0.67 -1.38
H 3.85707 1.83627 -4.31174 -0.06 -0.03 -0.13
C -7.09772 1.34730 -1.18705 0.13 0.12 0.11
H -0.78222 -2.81733 -1.71864 0.63 0.10 0.24
C -1.26959 3.36071 2.64395 0.12 -0.95 1.22
C 1.68245 1.08216 3.23447 0.33 0.07 -0.15
C 4.47538 -3.49144 -1.92517 0.19 -0.11 0.04
H -1.47662 -0.48230 4.36732 0.07 0.20 -0.19
H 4.42827 -4.07832 -1.00095 0.14 -0.01 -0.16
H -0.29811 -0.97986 3.15831 -0.18 0.19 0.03
C -3.39592 1.94622 2.91699 -0.56 -0.09 -0.16
C 0.13667 3.14738 2.78395 -0.46 -0.73 1.28
H 5.15226 1.05023 -2.34795 0.14 -0.15 0.02
C 2.86817 -1.61271 -0.08206 -1.08 1.97 -0.56
H -3.75432 2.41790 3.84981 0.19 -0.17 -0.34
H 5.10463 -2.61712 -1.73071 -0.12 -0.16 -0.04
H 3.89052 -1.23672 -0.03398 -0.42 0.28 0.62
H -3.91012 2.45018 2.08006 0.00 -0.14 0.34
H -7.26752 3.44158 -1.72629 0.10 -0.18 0.13
O -3.93098 -0.76470 1.57957 -0.08 0.10 -1.26
H 4.92974 -4.10303 -2.71576 0.04 0.20 0.22
C 0.59937 -1.25434 -1.26045 -0.54 -0.93 0.15
Ce -0.54012 2.01929 0.70782 1.35 -1.31 -4.21
C -0.50211 -3.03418 0.31751 -0.06 -0.26 0.93
H 4.02178 -1.86191 -4.09798 -0.56 0.36 0.12
H 0.82449 -3.47745 -1.36700 -0.85 0.91 0.68
S -3.69787 -0.46987 0.18032 1.31 0.19 0.60
C 3.39858 0.85912 -4.48699 -0.01 0.18 -0.18
H -3.69413 0.89351 2.90908 0.01 0.39 0.09
H 2.45685 1.00725 -5.02323 0.13 0.03 -0.04
H -4.85017 3.95391 -1.08620 -0.16 -0.09 -0.20
```
Positions in Å, forces in eV/Å.

=====

4.
A 2-piece molecular cluster, C3H8O3 overall at a distorted geometry, computed with wB97M-V/def2-TZVPD.

Summary:
spin multiplicity = 1
Kohn-Sham gap = 9.9 eV
E = -344.76521 Ha
energy above the lowest of the compared OMol25 structures with the same formula, charge and spin = 52.18 kcal per mole

```
14
Properties=species:S:1:pos:R:3:forces:R:3
C 1.32039 -0.21509 -0.03148 -2.01 -0.27 0.65
O 0.25828 -0.53869 0.43877 1.02 -0.02 0.51
H -2.87619 -1.48967 -0.20434 0.16 1.89 0.16
C 1.76052 1.15588 0.05745 0.61 3.41 0.72
H -1.28153 -1.00750 0.25242 -0.99 -0.26 0.06
C -2.27411 -0.58814 0.17859 0.22 -2.80 -1.11
H 2.35649 1.14439 1.04503 -0.73 0.48 -1.45
H -2.55921 -0.34762 1.16091 -0.85 0.47 1.36
H -1.57563 1.10351 -0.45489 1.98 1.38 0.96
H 1.78119 -2.01100 -0.70263 0.43 2.66 0.93
H 2.43841 1.63339 -0.79247 -1.65 -1.26 1.81
O -2.23016 0.50543 -0.68666 -2.73 -1.16 -1.66
H 0.74177 1.71288 0.26639 2.49 -0.55 -0.54
O 2.13978 -1.05776 -0.52710 2.05 -3.98 -2.39
```
Positions in Å, forces in eV/Å.